The following is a quantum chemistry calculation of C30H23N3O3PPt as an isolated structure at a distorted geometry, from the Open Molecules 2025 dataset.

```
61
Properties=species:S:1:pos:R:3:lowdin_charge:R:1
Pt 0.29 -0.89 -1.17 1.284
P -0.10 1.10 -0.02 1.005
O 0.35 -1.80 4.06 0.087
O 0.17 0.43 -2.50 -0.722
O 0.12 -0.91 0.71 -0.652
N 0.54 -2.99 -0.44 -0.120
N 0.78 -3.97 -1.38 0.012
N 0.63 -2.15 -2.84 -0.082
C 0.88 -2.46 -5.19 -0.119
C 1.07 -3.85 -4.97 -0.126
C 0.45 -4.37 3.64 -0.080
C -0.95 3.21 3.34 -0.123
C -4.22 2.47 -1.54 -0.101
C -0.42 1.07 4.29 -0.068
C -2.77 0.79 -0.63 -0.084
C 2.97 3.81 0.29 -0.092
C 0.75 -5.20 2.55 -0.111
C 0.16 -0.84 2.93 -0.047
C 0.66 -1.68 -4.09 -0.180
C 1.04 -4.35 -3.71 -0.053
C 0.50 -3.42 0.81 -0.251
C 3.14 4.25 -1.01 -0.103
C -0.31 1.36 1.84 -0.215
C 0.78 -4.79 1.21 -0.011
C 1.34 2.82 -1.74 -0.097
C 2.33 3.75 -2.02 -0.083
C -4.02 1.18 -1.07 -0.084
C 0.23 -2.67 1.98 0.060
C -0.80 2.38 4.44 -0.126
C 1.15 2.38 -0.43 -0.308
C 1.98 2.88 0.58 -0.083
C -3.17 3.37 -1.56 -0.087
C -0.70 2.67 2.08 -0.142
C -1.92 2.99 -1.10 -0.088
C -1.71 1.70 -0.64 -0.332
C 0.14 -3.07 3.26 -0.160
C 0.81 -3.49 -2.59 -0.391
C -0.17 0.48 3.00 -0.193
H 1.19 -5.40 -3.51 0.093
H 2.47 4.08 -3.05 0.098
H -5.20 2.77 -1.90 0.094
H -2.60 -0.22 -0.27 0.100
H 1.87 2.52 1.59 0.104
H -0.35 -1.84 4.75 0.173
H 0.90 -2.03 -6.18 0.077
H 1.25 -4.51 -5.81 0.090
H 0.50 -0.60 -4.14 0.073
H 0.94 -6.24 2.77 0.095
H 0.73 2.41 -2.52 0.079
H -3.32 4.38 -1.92 0.097
H 0.34 -4.76 4.64 0.091
H -4.83 0.47 -1.06 0.099
H 3.92 4.98 -1.24 0.094
H 3.60 4.18 1.08 0.096
H -1.25 4.24 3.45 0.084
H 1.02 -5.49 0.43 0.082
H -0.82 3.34 1.24 0.091
H -1.10 3.70 -1.12 0.101
H -0.98 2.76 5.44 0.094
H 0.04 -1.39 1.81 -0.028
H -0.31 0.44 5.17 0.087
```

highest occupied orbital energy = -3.00 eV
spin multiplicity = 1
E = -2007.20926 a.u.
ΔE to the lowest compared entry with this formula, charge and spin = 1087.2 kJ/mol
charge = -1
gap between HOMO and LUMO = 5.14 eV

=====

The following is a quantum chemistry calculation of C30H24AsBClF7IN8O9S2Ti as an isolated structure at a distorted geometry, from the Open Molecules 2025 dataset.

```
85
Properties=species:S:1:pos:R:3:lowdin_spin:R:1
I -4.00 2.15 1.71 0.000
As 3.55 -3.18 -0.73 0.000
Ti 0.44 0.43 0.18 0.917
Cl -2.61 -1.13 6.16 0.000
S -0.98 -0.06 -2.30 -0.001
S -1.90 -4.51 -0.21 0.000
F 3.11 -4.32 0.50 0.000
F -4.45 3.56 -1.39 0.000
F 5.22 -3.65 -0.56 0.000
F 3.79 -1.95 0.51 0.001
F 1.89 -2.70 -0.88 0.003
F 4.03 -2.00 -1.93 0.000
F 3.33 -4.36 -1.98 0.000
O -0.10 6.22 -3.06 0.000
O 7.04 3.52 3.04 -0.001
O 0.10 2.24 -0.76 0.015
O 7.55 2.47 1.22 0.000
O 2.06 3.16 -1.34 0.003
O -4.43 6.33 -1.72 0.000
O 1.43 1.34 1.58 -0.010
O 2.17 0.15 -0.76 0.003
O -1.53 0.40 0.60 -0.003
N -1.88 -2.58 -2.92 0.000
N -2.25 6.21 -2.35 0.000
N -1.06 4.22 -2.45 0.000
N 0.16 -1.22 1.79 0.006
N 0.20 -2.22 -3.46 0.000
N -3.38 -2.78 1.24 0.000
N -3.41 -2.31 -0.89 0.000
N 6.75 2.84 2.06 0.000
C -3.34 4.21 -1.78 0.000
C 0.87 2.94 -1.51 0.003
C -3.12 -3.47 2.47 0.000
C -0.89 -1.66 -2.89 0.001
C -0.25 -2.15 4.38 0.004
C 1.45 -1.54 -3.73 0.000
C -0.93 -0.81 2.51 0.004
C -4.22 -1.41 -0.24 0.000
C -3.44 5.65 -1.92 0.000
C 0.99 -2.08 2.33 0.005
C -0.10 -3.50 -3.85 0.000
C -2.27 -0.65 4.51 0.000
C 0.15 3.45 -2.77 0.000
C -1.05 5.58 -2.65 0.000
C 3.31 0.51 -0.48 0.032
C -2.84 0.67 2.57 -0.001
C -1.80 0.12 1.83 0.000
C 3.11 2.50 2.73 -0.001
C 0.81 -2.58 3.63 0.000
C 5.36 2.44 1.91 0.000
C 2.67 1.68 1.65 0.007
C 4.99 1.65 0.84 0.003
C -3.07 0.27 3.90 0.000
C 4.42 2.87 2.85 0.007
C -1.16 -1.21 3.84 0.000
C 3.66 1.27 0.70 0.002
C -2.19 3.56 -2.02 0.000
C -2.90 -3.16 0.03 0.000
C -4.22 -1.69 1.08 0.000
C -1.39 -3.72 -3.51 0.000
B -3.35 -2.41 -2.44 0.000
H 4.75 3.50 3.67 0.000
H 1.84 -2.38 1.73 0.001
H 1.52 -3.31 4.01 0.000
H 4.13 0.24 -1.16 0.000
H -2.09 2.48 -1.90 0.000
H -2.00 -4.60 -3.58 0.000
H -3.36 -2.81 3.31 0.000
H 0.81 4.08 -3.36 0.000
H -4.70 -0.61 -0.78 0.000
H -2.25 7.21 -2.49 0.000
H -3.72 -4.39 2.54 0.000
H -4.68 -1.21 1.92 0.000
H 1.68 -0.88 -2.90 0.000
H 2.24 -2.28 -3.81 0.000
H -3.82 -1.39 -2.89 0.000
H -0.17 2.58 -3.33 0.000
H -0.41 -2.50 5.39 0.000
H 2.36 2.82 3.44 0.000
H -3.97 -3.38 -2.82 0.000
H 0.65 -4.15 -4.27 0.000
H -2.08 -3.77 2.51 0.000
H 5.73 1.34 0.12 0.000
H 1.37 -0.95 -4.64 0.000
H -3.90 0.71 4.44 0.000
```

highest occupied orbital energy (spin up / spin down) = -2.45 / -2.45 eV
spin multiplicity = 2
E = -7636.79943 a.u.
ΔE to the lowest compared entry with this formula, charge and spin = 0.0 kJ/mol
charge = -2
gap between HOMO and LUMO (spin up / spin down) = 5.65 / 5.64 eV

=====

The following is a quantum chemistry calculation of C30H24BrClN4O4Pd as an isolated structure, from the Open Molecules 2025 dataset.

```
65
Properties=species:S:1:pos:R:3:lowdin_charge:R:1
Pd -0.54 0.14 0.58 1.020
Br 2.22 0.90 -1.13 0.833
Cl -2.44 -8.18 1.79 0.648
O -4.64 0.14 -1.19 0.060
O 0.75 -2.50 0.27 0.013
O -1.17 -1.68 1.10 -0.157
O -2.10 0.52 -0.60 -0.291
N -0.28 2.16 0.13 -0.119
N 0.88 0.28 4.46 0.136
N 0.74 0.11 2.26 0.021
N -1.54 2.57 0.39 -0.003
C 2.09 2.50 -0.13 -0.639
C 2.68 6.80 1.12 -0.077
C -2.20 -4.21 1.50 -0.013
C -4.89 1.02 -0.19 -0.274
C -0.09 -5.12 0.79 -0.013
C -6.17 1.06 0.35 -0.012
C 0.72 2.95 0.17 -0.145
C 3.25 4.46 0.91 -0.230
C -0.90 -4.02 1.03 -0.133
C 3.19 3.17 0.19 -0.097
C -5.46 2.73 1.93 -0.105
C 2.59 5.59 0.44 -0.056
C 4.04 4.58 2.05 -0.036
C -1.85 -6.57 1.49 -0.669
C -6.45 1.91 1.40 -0.093
C 0.11 0.44 3.36 -0.131
C 4.28 -1.11 4.00 -0.086
C -0.35 -2.64 0.77 -0.594
C 4.18 -1.26 2.60 -0.072
C 4.12 5.78 2.74 -0.078
C 3.44 6.89 2.27 -0.086
C -2.68 -5.49 1.73 -0.101
C 3.24 -0.60 4.75 -0.020
C -4.19 2.69 1.38 -0.053
C -2.54 1.81 -0.39 -0.399
C 3.04 -0.89 1.92 -0.023
C 2.10 -0.23 4.05 -0.188
C -3.89 1.87 0.31 -0.103
C 1.99 -0.35 2.66 -0.207
C -0.55 -6.40 1.02 -0.101
H 4.73 5.85 3.63 0.104
H -3.67 -0.02 -1.19 0.079
H -0.90 0.81 3.40 0.137
H -1.69 3.57 0.47 0.136
H 2.16 7.67 0.73 0.105
H 2.94 -1.03 0.85 0.063
H 2.02 5.54 -0.49 0.117
H -7.45 1.93 1.82 0.100
H -3.68 -5.65 2.09 0.103
H 3.51 7.84 2.80 0.103
H 0.58 0.46 5.40 0.162
H 5.19 -1.41 4.50 0.102
H -2.83 -3.35 1.67 0.116
H 0.07 -7.26 0.84 0.103
H -6.92 0.39 -0.05 0.117
H 3.31 -0.50 5.82 0.109
H -5.68 3.38 2.77 0.094
H 4.14 2.71 -0.05 0.110
H 4.57 3.71 2.42 0.117
H -2.65 2.31 -1.38 0.157
H 0.91 -4.95 0.42 0.118
H 0.56 4.00 0.42 0.123
H -3.42 3.32 1.81 0.094
H 5.01 -1.69 2.06 0.105
```

highest occupied orbital energy = -8.15 eV
spin multiplicity = 1
E = -4839.68371 a.u.
gap between HOMO and LUMO = 7.55 eV

=====

The following is a quantum chemistry calculation of C30H24BrCoN2O5SeSi as an isolated structure at a distorted geometry, from the Open Molecules 2025 dataset.

```
65
Properties=species:S:1:pos:R:3:lowdin_spin:R:1
Br 14.89 8.64 4.53 0.001
Se 8.30 14.40 5.92 0.001
Co 10.69 14.36 7.14 2.715
Si 8.55 12.50 8.14 0.011
O 9.94 13.20 8.44 0.079
O 9.75 13.83 5.35 0.055
O 7.69 13.06 6.77 -0.001
O 7.26 14.78 4.81 0.002
O 8.69 15.51 7.05 0.038
N 12.88 13.82 6.91 0.030
N 11.58 16.08 7.76 0.029
C 18.24 9.41 7.92 0.102
C 12.95 15.97 7.92 0.009
C 12.91 17.93 9.16 0.005
C 14.77 12.19 6.72 0.001
C 7.38 12.66 9.54 0.001
C 6.34 11.74 9.59 0.000
C 7.91 10.13 6.59 0.000
C 13.45 12.62 6.50 0.002
C 8.72 10.79 7.48 0.001
C 9.73 10.01 8.02 0.000
C 13.58 14.78 7.47 0.008
C 14.36 10.20 5.43 0.000
C 5.58 12.83 11.62 0.000
C 9.10 8.08 6.77 0.000
C 13.65 16.97 8.61 0.002
C 11.55 18.03 9.10 0.000
C 5.45 11.81 10.67 0.000
C 7.96 8.76 6.34 0.000
C 15.24 11.00 6.16 0.000
C 9.96 8.67 7.67 0.000
C 17.80 8.28 8.55 0.711
C 18.21 10.57 8.66 0.029
C 7.49 13.66 10.43 0.000
C 16.98 9.40 10.44 0.037
C 17.52 10.54 9.85 -0.021
C 12.56 11.81 5.76 0.000
C 6.57 13.77 11.48 0.000
C 13.02 10.63 5.21 0.000
C 10.92 17.13 8.24 0.009
C 17.15 8.18 9.75 0.100
H 14.61 14.64 7.62 0.001
H 6.25 10.95 8.85 0.000
H 12.33 10.03 4.56 0.000
H 17.50 11.51 10.38 -0.001
H 11.07 18.79 9.67 0.000
H 7.14 10.60 6.10 0.000
H 16.22 10.68 6.52 0.000
H 18.77 9.23 7.00 0.018
H 9.35 7.11 6.33 0.000
H 7.20 8.37 5.66 0.000
H 18.51 11.55 8.34 0.006
H 15.43 12.95 7.24 0.000
H 13.29 18.66 9.87 0.000
H 10.89 8.16 7.99 0.000
H 11.54 12.03 5.49 0.000
H 9.82 17.14 7.90 0.001
H 10.47 10.59 8.61 0.000
H 4.85 12.90 12.42 0.000
H 8.20 14.44 10.14 0.000
H 16.43 9.43 11.33 0.006
H 4.58 11.16 10.68 0.000
H 6.71 14.61 12.10 0.000
H 14.74 16.85 8.76 0.000
H 16.78 7.30 10.05 0.012
```

highest occupied orbital energy (spin up / spin down) = -8.79 / -8.79 eV
spin multiplicity = 5
E = -8290.93039 a.u.
ΔE to the lowest compared entry with this formula, charge and spin = 72.0 kJ/mol
gap between HOMO and LUMO (spin up / spin down) = 6.81 / 6.73 eV

=====

The following is a quantum chemistry calculation of C30H24BrIrN3O4PS as an isolated structure, from the Open Molecules 2025 dataset.

```
65
Properties=species:S:1:pos:R:3:lowdin_charge:R:1
Ir -0.01 -0.05 0.34 1.390
Br -5.28 -0.10 -4.69 0.755
S 2.21 1.52 0.36 0.328
P -0.10 -2.80 -1.41 0.726
O 2.91 2.06 -0.76 -0.291
O 2.75 1.79 1.67 -0.317
O 0.70 1.89 0.33 -0.484
O 2.03 -0.03 0.21 -0.515
N -0.35 -1.92 -0.18 -0.388
N -2.01 0.19 0.41 -0.078
N -0.27 0.15 2.26 -0.054
C -1.44 -3.99 -1.73 -0.277
C -2.70 -3.47 -2.01 -0.090
C -2.51 0.33 1.59 -0.031
C -3.00 0.54 -3.12 -0.102
C -0.41 -1.41 -5.30 -0.083
C -1.86 0.38 4.03 0.003
C -3.61 -5.69 -2.15 -0.085
C 3.78 -5.26 -1.18 -0.085
C 0.47 0.18 4.51 -0.011
C 1.03 0.07 -4.06 -0.064
C 3.32 -4.55 -0.08 -0.076
C 0.09 -1.88 -2.99 -0.283
C 0.37 -0.27 -5.24 -0.084
C 0.73 0.09 3.16 -0.049
C -1.28 -5.37 -1.66 -0.068
C 2.14 -3.82 -0.17 -0.075
C -4.13 -0.33 -0.73 -0.022
C -2.83 0.17 -0.75 -0.256
C 1.41 -3.81 -1.36 -0.296
C 3.06 -5.25 -2.37 -0.081
C -2.36 -6.21 -1.86 -0.079
C -0.84 0.33 4.96 -0.037
C -3.78 -4.31 -2.22 -0.075
C -4.29 0.04 -3.09 -0.690
C -4.86 -0.39 -1.90 -0.127
C 1.89 -4.52 -2.46 -0.090
C -2.26 0.60 -1.95 -0.013
C 0.89 -0.74 -2.94 -0.097
C -1.55 0.28 2.68 -0.212
C -0.55 -2.22 -4.18 -0.084
H 1.73 0.02 2.75 0.108
H 3.43 -5.79 -3.23 0.102
H -0.31 -5.79 -1.43 0.101
H 1.65 0.95 -4.01 0.114
H -4.45 -6.35 -2.32 0.102
H -2.23 -7.28 -1.80 0.103
H -3.56 0.50 1.78 0.139
H -1.25 0.99 -1.97 0.107
H 4.70 -5.83 -1.11 0.102
H 1.30 0.15 5.20 0.120
H -2.55 0.86 -4.05 0.108
H 1.43 -0.48 -2.04 0.078
H 3.88 -4.55 0.84 0.103
H -5.86 -0.79 -1.89 0.106
H 1.34 -4.50 -3.39 0.109
H -2.84 -2.39 -2.07 0.085
H 1.77 -3.24 0.66 0.093
H -0.92 -1.67 -6.21 0.104
H -4.75 -3.89 -2.45 0.102
H -1.17 -3.11 -4.23 0.103
H 0.47 0.37 -6.11 0.103
H -1.05 0.40 6.01 0.116
H -4.56 -0.72 0.18 0.117
H -2.90 0.49 4.33 0.122
```

highest occupied orbital energy = -7.68 eV
spin multiplicity = 1
E = -5040.73641 a.u.
ΔE to the lowest compared entry with this formula, charge and spin = 64.6 kJ/mol
gap between HOMO and LUMO = 6.09 eV

=====

The following is a quantum chemistry calculation of C30H24BrNO10P2S as an isolated structure, from the Open Molecules 2025 dataset.

```
69
Properties=species:S:1:pos:R:3:lowdin_charge:R:1
Br 0.18 1.40 7.13 0.880
S 2.28 1.63 2.43 0.385
P 2.32 0.32 3.79 0.038
P 0.51 -0.96 5.59 0.204
O -1.99 1.31 -1.62 0.085
O 2.66 -1.15 3.31 -0.162
O 1.75 -1.51 6.18 -0.244
O 5.18 -1.80 -3.29 0.105
O 3.28 0.61 5.01 -0.173
O 0.04 -2.30 -4.76 0.105
O -3.21 5.31 1.74 0.109
O -0.37 -2.00 4.85 -0.156
O 0.84 0.16 4.51 -0.388
O -0.46 -0.25 6.64 -0.684
N -2.27 -3.42 4.55 -0.078
C 0.65 -0.36 -2.83 0.008
C 3.31 -0.14 -2.03 0.003
C -2.29 2.21 -0.86 -0.273
C -3.47 4.87 -3.23 -0.055
C 1.01 0.56 -1.86 -0.045
C 1.92 -3.89 -6.07 -0.005
C -2.97 3.68 -2.74 0.001
C 4.02 -1.89 -3.63 -0.278
C -3.14 4.54 -0.49 -0.081
C 1.20 -2.16 -4.44 -0.278
C -2.80 3.51 -1.37 -0.080
C -1.53 0.66 2.47 -0.068
C -1.82 -2.24 5.15 -0.228
C 1.62 -1.17 -3.41 -0.082
C 2.95 -1.05 -3.01 -0.085
C -2.45 3.09 1.49 -0.077
C -1.99 -3.50 3.11 -0.089
C -3.83 5.89 -2.36 -0.055
C 2.27 -2.98 -5.08 -0.083
C 2.90 -4.64 -6.70 -0.061
C 4.59 -3.59 -5.35 -0.005
C -2.29 2.91 2.86 0.009
C -2.15 2.04 0.61 -0.076
C 3.61 -2.84 -4.71 -0.083
C -1.69 0.83 1.11 0.007
C 2.34 0.67 -1.45 -0.050
C 4.23 -4.49 -6.34 -0.060
C -1.83 1.70 3.34 -0.051
C -2.96 4.39 0.98 -0.275
C -3.66 5.73 -0.99 -0.001
H 2.61 1.38 -0.69 0.078
H 2.69 -1.80 4.04 0.079
H 2.62 -5.35 -7.47 0.106
H -0.38 -0.45 -3.14 0.117
H -1.45 0.03 0.42 0.123
H -2.05 -2.51 2.66 0.071
H 4.34 -0.06 -1.73 0.121
H -2.75 -4.12 2.63 0.080
H 3.05 0.11 5.81 0.062
H -2.37 -1.38 4.75 0.126
H -1.70 1.57 4.41 0.090
H -1.16 -0.28 2.85 0.080
H -1.01 -3.93 2.89 0.084
H -4.23 6.82 -2.74 0.108
H 5.62 -3.46 -5.06 0.119
H -1.77 -4.18 5.00 0.118
H 0.88 -4.00 -6.34 0.119
H -2.52 3.73 3.52 0.122
H -3.92 6.52 -0.30 0.121
H 0.25 1.19 -1.41 0.083
H -2.69 2.87 -3.41 0.122
H -3.60 5.00 -4.30 0.108
H 5.00 -5.07 -6.84 0.106
H -1.93 -2.30 6.23 0.128
```

highest occupied orbital energy = -9.44 eV
spin multiplicity = 1
E = -5619.92258 a.u.
gap between HOMO and LUMO = 7.69 eV

=====

The following is a quantum chemistry calculation of C30H24ClN2O2PtS as an isolated structure, from the Open Molecules 2025 dataset.

```
61
Properties=species:S:1:pos:R:3:lowdin_spin:R:1
Pt -0.58 -0.26 0.71 1.351
Cl -7.10 0.65 -2.59 0.004
S -0.54 1.79 3.37 0.026
O -2.50 -0.93 0.69 0.141
O 0.09 1.46 2.02 0.091
N 1.43 0.18 -0.02 0.050
N -0.96 0.89 -1.09 0.137
C -3.46 -0.53 -0.12 0.002
C -2.75 3.14 2.59 0.000
C 2.57 -0.23 0.48 0.008
C -0.37 -2.78 2.17 0.046
C -4.50 0.81 -1.88 -0.004
C -2.03 -1.53 4.01 -0.005
C 0.03 -1.58 2.76 0.001
C -0.35 0.30 4.38 0.007
C 3.82 1.39 -0.73 0.000
C -3.35 0.45 -1.13 0.013
C 1.39 3.27 -2.81 0.000
C 2.58 2.89 -2.26 0.005
C -5.70 0.20 -1.67 0.011
C -0.80 -0.96 3.72 0.036
C -4.72 -1.15 0.06 0.013
C 0.19 1.61 -1.52 0.007
C 1.42 1.20 -0.94 0.005
C -3.48 5.63 1.57 0.000
C -2.33 1.81 3.13 0.001
C -3.33 4.10 3.42 0.000
C 0.19 2.62 -2.44 0.008
C -1.60 -3.33 2.47 -0.008
C -2.15 1.13 -1.52 0.006
C -5.81 -0.79 -0.69 -0.005
C -3.70 5.33 2.91 0.000
C 2.62 1.84 -1.31 0.001
C -2.89 4.69 0.74 0.000
C -2.53 3.45 1.25 0.000
C 3.81 0.35 0.15 0.001
C -2.43 -2.71 3.38 0.041
H 3.50 3.38 -2.54 0.000
H -2.29 1.92 -2.27 0.006
H -0.73 2.94 -2.91 0.001
H 4.71 -0.03 0.60 0.000
H -3.38 -3.15 3.64 0.002
H -3.51 3.87 4.46 0.000
H 1.35 4.06 -3.54 0.000
H -2.06 2.71 0.62 0.000
H -4.41 1.58 -2.64 0.000
H -2.71 4.92 -0.30 0.000
H -4.80 -1.91 0.83 0.000
H 0.72 0.29 4.59 0.001
H -2.68 -1.07 4.74 -0.001
H -6.77 -1.27 -0.52 0.000
H 4.75 1.87 -1.01 0.000
H 2.53 -1.05 1.18 0.001
H -2.78 1.60 4.10 0.000
H 1.06 -1.24 2.67 0.000
H 0.30 -3.28 1.48 0.002
H -1.91 -4.26 1.99 -0.001
H -3.76 6.60 1.18 0.000
H -2.55 0.98 2.46 -0.001
H -4.16 6.07 3.56 0.000
H -0.87 0.50 5.32 0.000
```

highest occupied orbital energy (spin up / spin down) = -10.01 / -10.56 eV
spin multiplicity = 3
E = -2395.05214 a.u.
ΔE to the lowest compared entry with this formula, charge and spin = 0.0 kJ/mol
charge = +1
gap between HOMO and LUMO (spin up / spin down) = 6.57 / 6.70 eV

=====

- Which value of E does entry 4 give?
  -8290.93039 a.u.

=====

- Which value of spin multiplicity does entry 5 give?
  1

=====

- What is the formula in the seventh record?
  C30H24ClN2O2PtS